1.
Entry from the OMol25 dataset: 8 unconnected molecules or ions with the total composition C22H64N4O9 (ωB97M-V/def2-TZVPD).

Summary:
- Frontier orbital gap: 8.43 eV
- DFT total energy: -1772.5972 hartree
- LUMO level: 0.3 eV
- Energy above the lowest of the compared OMol25 structures with the same formula, charge and spin: 0.00 kcal/mol

The geometry in ORCA input format:
```
! RIJCOSX wB97M-V def2-TZVPD def2/J DEFGRID3
* xyz 0 1
C -5.01020 2.13668 4.73133
O -3.88622 2.92839 4.44904
C -3.10209 2.52525 3.33598
C -2.14958 3.66407 3.05509
C -1.39139 3.48760 1.74616
N -1.15546 3.75340 4.14617
H -5.60643 2.69182 5.45588
H -4.73986 1.18143 5.18748
H -5.64755 2.00458 3.85088
H -2.55762 1.57877 3.43472
H -3.82020 2.40765 2.51384
H -2.69592 4.60589 2.93421
H -0.78202 4.37416 1.55095
H -2.04533 3.30587 0.89328
H -0.62940 2.70753 1.83840
H -0.86834 4.70856 4.34075
H -1.68815 3.52263 4.99088
C 1.74437 -3.14634 -3.72745
O 1.02079 -3.90349 -2.82042
C -0.06460 -4.71424 -3.31524
C -1.23201 -3.77055 -3.70141
C -1.95471 -3.36403 -2.40314
N -2.15328 -4.46945 -4.58799
H 2.58711 -2.64431 -3.26911
H 1.10918 -2.39210 -4.21851
H 2.09804 -3.66356 -4.63598
H 0.37282 -5.29881 -4.13053
H -0.34506 -5.36189 -2.48997
H -0.82028 -2.85582 -4.13193
H -2.78783 -2.68298 -2.61477
H -1.31537 -2.70879 -1.81326
H -2.32389 -4.21798 -1.84329
H -2.97905 -3.95232 -4.85858
H -1.62038 -4.63749 -5.43946
C -2.85891 3.76755 -3.94944
O -3.27094 2.87847 -2.91803
C -2.71111 1.57035 -3.01421
C -1.21782 1.53142 -2.75377
C -0.67690 0.09854 -2.88580
N -0.76860 2.13421 -1.50027
H -2.99825 4.78592 -3.59729
H -3.38240 3.46091 -4.85947
H -1.78628 3.71748 -4.16842
H -3.20517 1.05003 -2.18350
H -3.02136 1.05513 -3.92978
H -0.72232 2.08842 -3.55896
H -1.08581 -0.44157 -3.73609
H -0.90540 -0.42716 -1.95227
H 0.41156 0.15355 -2.88938
H -1.55693 2.59284 -1.03488
H -0.64575 1.38079 -0.81253
C 4.10512 -2.82343 1.18070
O 3.59032 -1.67021 0.55668
C 3.44327 -1.81450 -0.85088
C 3.12034 -0.46686 -1.42456
N 4.23996 0.44698 -1.25544
C 3.99542 1.78782 -1.78658
C 3.09921 2.60520 -0.86681
O 3.86531 2.77702 0.31693
C 3.09843 3.23875 1.40641
H 5.14522 -2.99220 0.85762
H 3.56519 -3.71456 0.84574
H 4.15957 -2.66145 2.25259
H 2.59419 -2.50365 -0.96281
H 4.31945 -2.24974 -1.34564
H 2.16743 -0.14469 -0.97210
H 2.88632 -0.50443 -2.49375
H 4.47334 0.52599 -0.27216
H 3.61626 1.74248 -2.81042
H 4.99659 2.22804 -1.83795
H 2.22564 1.99614 -0.59209
H 2.74872 3.56406 -1.26566
H 3.72714 3.25082 2.29170
H 2.33814 2.47936 1.61863
H 2.54598 4.16944 1.25991
C -1.79628 -2.64346 3.13608
O -1.97263 -2.04810 1.86400
H -2.50963 -3.45628 3.30654
H -0.78987 -3.04937 3.19350
H -1.93429 -1.90547 3.93256
H -2.85949 -1.70121 1.75318
C 0.73135 -0.22917 1.80371
O -0.11571 -0.23951 0.65924
H 1.29594 -1.15471 1.88245
H 1.35401 0.66248 1.72698
H 0.18354 0.03851 2.71776
H -0.61397 -1.06521 0.64994
C 0.12152 -3.90985 0.18334
O 1.33705 -4.65072 0.08486
H 0.26824 -2.85465 -0.04153
H -0.52614 -4.39173 -0.55130
H -0.40875 -4.14621 1.10398
H 1.47272 -4.69115 -0.86968
C 1.82927 2.05962 5.39658
O 1.35320 2.30891 4.07797
H 2.78714 2.54540 5.60336
H 1.14201 2.39871 6.17647
H 1.97289 0.97647 5.46906
H 0.45363 2.68335 4.18099
*
```

Atom charges from the Löwdin analysis, given in e for atoms 1 to 8: atom 1 (C): -0.112, atom 2 (O): -0.198, atom 3 (C): -0.197, atom 4 (C): -0.413, atom 5 (C): -0.054, atom 6 (N): 0.045, atom 7 (H): 0.088, atom 8 (H): 0.087



2.
Entry from the OMol25 dataset: 2 unconnected molecules or ions with the total composition C5H13NO (ωB97M-V/def2-TZVPD).

Summary:
- Frontier orbital gap (alpha / beta): 7.64 / 10.07 eV
- DFT total energy: -328.1004 hartree
- LUMO level (alpha / beta): 0.3 / 0.9 eV
- Energy above the lowest of the compared OMol25 structures with the same formula, charge and spin: 137.11 kcal/mol

The geometry in ORCA input format:
```
! RIJCOSX wB97M-V def2-TZVPD def2/J DEFGRID3
* xyz 0 1
C 0.35056 -1.33705 1.72361
C 1.13009 0.81583 0.85395
C 1.01973 -1.13751 -0.76405
C -1.03147 -0.11438 0.12797
C 0.40997 -0.50539 0.47398
N -1.80081 2.10479 -2.32829
O -0.81679 1.31701 -1.95540
H 1.25499 -1.76551 2.05596
H -0.24563 -2.31843 1.72974
H 0.11295 -0.83765 2.69643
H 1.92966 0.49725 1.42831
H 1.41667 1.26074 -0.06402
H 0.52524 1.35768 1.55245
H 0.55902 -2.05032 -0.96274
H 2.01449 -1.20445 -0.54404
H 0.70608 -0.51541 -1.59521
H -1.34962 0.62565 0.78543
H -1.61127 -0.66272 -0.60499
H -2.40145 1.80353 -3.02026
H -2.17241 2.66635 -1.58883
*
```

Atom charges from the natural (NBO) analysis, given in e for atoms 1 to 8: atom 1 (C): -0.622, atom 2 (C): -0.594, atom 3 (C): -0.606, atom 4 (C): -0.240, atom 5 (C): -0.129, atom 6 (N): -0.370, atom 7 (O): -0.350, atom 8 (H): 0.209



3.
Entry from the OMol25 dataset: a molecular structure, CHGdO3 (ωB97M-V/def2-TZVPD).

Summary:
- Frontier orbital gap (alpha / beta): 8.80 / 9.33 eV
- DFT total energy: -1029.8184 hartree
- LUMO level (alpha / beta): -4.9 / -5.8 eV

The geometry in ORCA input format:
```
! RIJCOSX wB97M-V def2-TZVPD def2/J DEFGRID3
* xyz 1 9
H 1.75398 0.12220 0.00319
O -0.98043 -0.50391 0.76312
O 1.25572 -0.68207 0.56065
O 0.17280 0.58799 -0.71884
C 0.06224 -0.44725 0.05772
Gd -2.26430 0.92304 -0.66584
*
```

Electronic structure analysis, Löwdin charges in units of e: atom 1 (H): 0.240, atom 2 (O): -0.182, atom 3 (O): 0.129, atom 4 (O): -0.252, atom 5 (C): -0.792, atom 6 (Gd): 1.858



4.
Entry from the OMol25 dataset: C8H14 in the gas phase (ωB97M-V/def2-TZVPD).

Summary:
- Frontier orbital gap: 4.00 eV
- DFT total energy: -312.9286 hartree
- LUMO level: -1.9 eV
- Energy above the lowest of the compared OMol25 structures with the same formula, charge and spin: 181.20 kcal/mol

The geometry in ORCA input format:
```
! RIJCOSX wB97M-V def2-TZVPD def2/J DEFGRID3
* xyz 0 1
C 2.42663 -0.73240 -2.58333
C 1.08131 -0.53333 -1.55143
C 1.43887 -0.58786 -0.14568
C 0.30333 -0.08707 0.89574
C -1.21985 -0.32656 0.78064
C -2.21658 0.10197 1.54350
C -3.60651 0.26345 1.44512
C 0.50574 1.44002 1.10594
H 2.80516 -1.76750 -2.43571
H 2.20309 -0.52659 -3.66919
H 3.24467 -0.08385 -2.36921
H 0.55409 0.43290 -1.74541
H 0.32226 -1.31339 -1.91221
H 0.56981 -0.59932 1.81610
H 2.07010 -1.34932 0.49127
H -1.61082 -0.81553 -0.18205
H -2.12920 0.46611 2.45643
H -4.31210 0.41581 2.25832
H -4.19943 0.09785 0.51810
H -0.40818 2.03415 1.30231
H 0.85418 1.76892 0.19124
H 1.32342 1.70153 1.78951
*
```

Atom charges from the natural (NBO) analysis, given in e for atoms 1 to 8: atom 1 (C): -0.602, atom 2 (C): -0.490, atom 3 (C): -0.123, atom 4 (C): -0.325, atom 5 (C): -0.131, atom 6 (C): -0.301, atom 7 (C): -0.332, atom 8 (C): -0.572